Entry 1:
7
Properties=species:S:1:pos:R:3 method="wB97M-V/def2-TZVPD" gap_ev="8.50 / 7.57" e_lumo_ev="-1.90 / -2.37" smiles="N#[N+][O-].O=c1nn1" total_charge=0
N -0.68546 0.94399 0.54375
N -1.31805 0.25568 1.19271
O -1.62361 -0.84901 1.39996
O -0.29556 -0.85944 -0.81097
C 0.76137 -0.68447 -1.46152
N 1.91164 0.01030 -0.37410
N 1.15737 0.63549 -1.00188

---

Entry 2:
8
Properties=species:S:1:pos:R:3 method="wB97M-V/def2-TZVPD" gap_ev=8.77 e_lumo_ev=-0.53 total_charge=0
C -0.91057 0.66364 -1.03307
C 0.35138 0.39578 0.75546
N -0.87473 -0.86115 -1.04687
N -0.27410 1.31753 -0.06626
P -0.18846 -1.19959 0.31758
H -1.68310 1.11629 -1.72074
H 0.65857 0.57819 1.70177
H 0.77995 -2.02115 0.31945

---

Entry 3:
24
Properties=species:S:1:pos:R:3 method="wB97M-V/def2-TZVPD" gap_ev=9.33 e_lumo_ev=-0.02 total_charge=0
C 0.79910 0.60945 0.54332
C -0.32875 1.29325 -0.30397
C 1.08601 -0.82341 -0.04990
C -1.59767 0.42885 -0.51081
C -1.61981 -1.06611 -0.31700
C 2.48043 -1.50043 0.33573
O -3.83069 -0.20730 0.83526
O 0.07922 -1.67091 0.22279
O 1.92327 1.46480 0.50967
O -0.49762 2.62713 0.31281
O -2.36191 0.97210 -1.49270
O -2.34885 -1.97744 -0.90784
O 3.54075 -0.65573 -0.08122
S -2.36139 -0.09825 1.09880
H 0.52335 0.53373 1.51484
H 0.06114 1.57291 -1.36106
H 1.08439 -0.58862 -1.16609
H 2.50631 -2.37495 -0.18946
H 2.55950 -1.60205 1.36770
H 1.84248 2.40080 0.39928
H -1.15492 2.54950 0.94167
H -3.14990 0.47874 -1.56440
H -2.73663 -2.65887 -0.41344
H 3.50220 0.29279 0.27603

---

Entry 4:
67
Properties=species:S:1:pos:R:3 method="wB97M-V/def2-TZVPD" gap_ev=2.49 e_lumo_ev=-2.28 total_charge=0
O -10.47495 1.45286 0.82075
N -9.86885 2.54710 0.89714
O -10.44466 3.65386 0.77550
C -8.46575 2.53436 1.13411
C -7.75972 3.74801 1.22107
C -6.38690 3.73389 1.45993
C -5.70688 2.51483 1.60917
S -3.90975 2.50185 1.87970
C -3.26433 2.27654 0.29733
Cl -1.64324 2.38821 0.00532
O -3.61414 3.82605 2.37980
O -3.66149 1.34157 2.70785
C -6.41531 1.30598 1.52769
C -7.78893 1.31018 1.28760
H -8.29628 4.68647 1.10046
H -5.85527 4.68072 1.53249
H -3.93766 2.03031 -0.51821
H -5.90239 0.35403 1.65553
H -8.34976 0.38052 1.21865
C 5.97847 -0.87705 4.01548
N 4.58075 -0.54345 4.18593
C 4.25361 0.04353 5.46205
C 2.75296 0.17076 5.66127
C 2.12786 0.85682 4.45218
C 2.48744 0.14205 3.19225
C 3.68519 -0.63292 3.16265
C 3.92182 -1.47493 2.04647
C 3.06842 -1.45198 0.96581
C 1.98688 -0.51299 0.88169
C 1.21003 -0.30659 -0.27809
C 1.56437 -0.68483 -1.59106
C 0.56880 -0.70036 -2.61088
C 0.83190 -1.14183 -3.89165
C 2.12769 -1.64296 -4.23254
N 2.33973 -2.23199 -5.44083
C 3.63550 -2.71286 -5.86920
C 1.35012 -2.27358 -6.49005
C -0.07805 -2.19112 -5.97909
C -0.23659 -1.09833 -4.93260
C 3.16443 -1.49889 -3.26957
C 2.89397 -1.02360 -2.00522
C 1.68921 0.22046 2.06897
H 6.20722 -1.05395 2.96020
H 6.61196 -0.05119 4.37784
H 6.25280 -1.77769 4.58779
H 4.69824 -0.57452 6.25617
H 4.72795 1.03933 5.52968
H 2.31416 -0.82756 5.77750
H 2.55668 0.73609 6.57403
H 1.03891 0.87781 4.55888
H 2.46661 1.90303 4.41218
H 4.78185 -2.14861 2.05775
H 3.23386 -2.15983 0.15732
H 0.25391 0.19619 -0.14945
H -0.44156 -0.36551 -2.35962
H 4.33133 -2.80055 -5.03416
H 3.51470 -3.70874 -6.32041
H 4.08393 -2.05651 -6.63305
H 1.52916 -1.44808 -7.20402
H 1.50031 -3.20956 -7.04422
H -0.74264 -1.99888 -6.82470
H -0.35646 -3.15533 -5.53935
H -1.21122 -1.20070 -4.44703
H -0.23303 -0.11825 -5.43558
H 4.19154 -1.76368 -3.52176
H 3.72414 -0.90285 -1.31425
H 0.80736 0.86882 2.08235

---

Entry 5:
77
Properties=species:S:1:pos:R:3 method="wB97M-V/def2-TZVPD" gap_ev=8.61 e_lumo_ev=-3.01 total_charge=+1
O -6.65450 3.02541 5.18436
C -6.80222 3.06715 4.01517
F -7.66593 2.21697 3.38941
C -6.06396 3.90823 3.02653
C -4.82055 3.18107 2.47294
C -5.02257 1.67986 2.23269
N -5.70920 1.35173 0.93325
C -5.02640 2.02223 -0.21284
C -5.13964 3.52298 0.00725
C -4.26202 3.86612 1.20846
Cl -4.16222 5.61786 1.40730
H -6.74774 4.22663 2.23924
H -5.74943 4.80757 3.54927
H -4.04592 3.24356 3.23912
H -4.05174 1.18655 2.18497
H -5.58798 1.20199 3.02578
H -5.66810 0.34073 0.79807
H -6.70016 1.60049 0.95157
H -5.41117 1.69005 -1.17228
H -3.97228 1.77345 -0.14739
H -4.85704 4.08324 -0.87758
H -6.17695 3.76664 0.24960
H -3.26638 3.46446 1.02258
C -0.42079 -0.04795 -1.36263
C -1.69287 0.73179 -1.58637
O -1.74416 1.88562 -0.73465
H -0.34822 -0.36777 -0.32256
H -0.38427 -0.93208 -1.99997
H 0.44558 0.57712 -1.58460
H -2.56548 0.12320 -1.33934
H -1.78115 1.04870 -2.62958
H -0.97974 2.42787 -0.95618
C 3.47939 3.09092 -1.76470
C 2.60148 2.86298 -2.97819
O 1.21124 2.79693 -2.63636
H 3.32754 2.29846 -1.03096
H 4.53362 3.10464 -2.04406
H 3.23694 4.04202 -1.28315
H 2.83538 1.90861 -3.44573
H 2.75646 3.64996 -3.72149
H 0.97262 3.64229 -2.24359
C 2.01428 -3.20293 0.36907
C 1.30637 -2.26933 1.33267
O -0.11025 -2.44826 1.30145
H 1.65308 -3.03782 -0.64848
H 3.09269 -3.05201 0.39073
H 1.81239 -4.24562 0.62551
H 1.49879 -1.23039 1.06415
H 1.66986 -2.42962 2.35275
H -0.29012 -3.36531 1.54643
C 7.89917 4.08963 -0.52553
C 7.57009 2.63216 -0.26176
O 7.24585 1.92638 -1.45826
H 7.06246 4.58538 -1.01905
H 8.11835 4.61613 0.40402
H 8.76967 4.17721 -1.17926
H 6.69361 2.54885 0.37943
H 8.40472 2.13795 0.24545
H 8.00994 1.96777 -2.04098
C -2.08340 -7.29773 0.76295
C -2.51314 -6.00285 1.42398
O -1.59970 -4.93599 1.15962
H -1.08899 -7.58570 1.10333
H -2.77922 -8.10407 0.99561
H -2.04438 -7.18424 -0.32294
H -2.53664 -6.11458 2.50625
H -3.51637 -5.71731 1.09110
H -1.56541 -4.80554 0.20659
C 5.42875 -5.15010 -2.63017
C 4.52101 -4.90711 -1.43845
O 5.17623 -4.12141 -0.44326
H 6.34404 -5.64851 -2.31212
H 4.93635 -5.76903 -3.38157
H 5.71089 -4.20443 -3.09878
H 4.25124 -5.84815 -0.96213
H 3.59806 -4.40781 -1.75269
H 5.42025 -3.28387 -0.84905